{
  "formula": "C8H6Cl2CuIO3",
  "method": "ωB97M-V with the def2-TZVPD basis set",
  "multiplicity": 1,
  "gap_ev": 5.18,
  "charge": -2,
  "e_homo_ev": -0.66,
  "de_lowest_kj_mol": 0.0,
  "energy_ev": -92322.4884,
  "lumo_energy_ev": 4.5,
  "species": ["I", "Cu", "Cl", "Cl", "O", "O", "O", "C", "C", "C", "C", "C", "C", "C", "C", "H", "H", "H", "H", "H", "H"],
  "coordinates": [[-4.6946, -0.4893, -1.5421], [-2.0414, -0.1738, -0.9462], [3.7019, -0.0940, 2.8172], [2.8741, -1.6598, -2.2730], [-1.3751, 1.6043, -1.4325], [-1.9407, -1.6704, 0.5244], [-0.0002, -1.4516, -1.5310], [1.2197, -0.5451, 1.7718], [-2.1440, 2.7136, -1.2226], [0.7735, -1.2320, -0.5817], [3.0799, -0.8990, 0.2940], [-1.0766, -0.9993, 1.0993], [0.3346, -0.9259, 0.7636], [2.2148, -1.2307, -0.7142], [2.5757, -0.5387, 1.5464], [-3.2336, 2.5443, -1.3285], [-1.8901, 3.5298, -1.9374], [0.8240, -0.2729, 2.7446], [-1.3349, -0.4699, 2.0419], [4.1468, -0.9062, 0.1150], [-2.0140, 3.1666, -0.2090]],
  "forces_ev_per_angstrom": [[-0.022, -0.040, -0.020], [-0.036, 0.406, -0.032], [0.074, 0.043, 0.134], [0.030, -0.011, -0.046], [0.069, -0.482, 0.152], [0.061, 0.067, -0.009], [0.022, -0.029, 0.106], [-0.004, -0.023, -0.083], [-0.112, 0.118, 0.047], [-0.058, -0.018, -0.104], [-0.055, -0.024, -0.068], [-0.037, 0.059, 0.052], [0.094, -0.037, -0.021], [0.124, 0.030, 0.046], [-0.083, -0.022, -0.077], [0.025, -0.006, -0.025], [-0.015, -0.005, 0.011], [0.005, 0.004, 0.012], [-0.096, -0.001, -0.058], [0.008, 0.000, 0.003], [0.006, -0.026, -0.021]],
  "nbo_charge": [-0.90, 0.91, -0.09, -0.05, -1.00, -0.60, -0.68, -0.17, -0.21, 0.42, -0.24, 0.33, -0.28, -0.12, -0.14, 0.13, 0.09, 0.20, 0.10, 0.21, 0.09]
}

{
  "formula": "C2H6BrClN2",
  "method": "ωB97M-V with the def2-TZVPD basis set",
  "multiplicity": 1,
  "gap_ev": [6.14, 6.13],
  "charge": 0,
  "e_homo_ev": [-7.88, -7.87],
  "de_lowest_kj_mol": 110.8,
  "energy_ev": -87712.5370,
  "lumo_energy_ev": [-1.7, -1.7],
  "species": ["Br", "Cl", "N", "N", "C", "C", "H", "H", "H", "H", "H", "H"],
  "coordinates": [[-1.7363, 2.2359, -0.5909], [-0.4425, -2.1897, -0.3662], [0.5413, 0.2891, -0.1603], [-0.1129, -0.5868, 0.4295], [-0.7316, -0.2125, 1.5989], [1.1389, 0.1767, -1.4153], [0.9516, 1.0397, -1.9645], [-0.7124, -0.9175, 2.4222], [-1.8146, 0.0570, 1.4174], [-0.1076, 0.7050, 1.8269], [2.2085, 0.1094, -1.3198], [0.8177, -0.7063, -1.8780]],
  "forces_ev_per_angstrom": [[0.480, -0.526, 0.032], [-0.255, 0.941, 0.746], [-1.505, 0.052, 1.935], [2.673, -0.448, -4.045], [-1.464, 2.051, 2.742], [0.595, -1.264, 0.279], [-0.655, 1.536, -0.871], [0.354, -0.454, -0.257], [1.129, 0.075, -0.232], [-1.442, -0.868, 0.362], [0.639, 0.044, 0.512], [-0.548, -1.138, -1.202]],
  "nbo_charge": [-0.79, 0.09, 0.07, 0.01, -0.47, -0.48, 0.28, 0.24, 0.29, 0.28, 0.25, 0.21]
}

Repeat the first record exactly.
{
  "formula": "C8H6Cl2CuIO3",
  "method": "ωB97M-V with the def2-TZVPD basis set",
  "multiplicity": 1,
  "gap_ev": 5.18,
  "charge": -2,
  "e_homo_ev": -0.66,
  "de_lowest_kj_mol": 0.0,
  "energy_ev": -92322.4884,
  "lumo_energy_ev": 4.5,
  "species": ["I", "Cu", "Cl", "Cl", "O", "O", "O", "C", "C", "C", "C", "C", "C", "C", "C", "H", "H", "H", "H", "H", "H"],
  "coordinates": [[-4.6946, -0.4893, -1.5421], [-2.0414, -0.1738, -0.9462], [3.7019, -0.0940, 2.8172], [2.8741, -1.6598, -2.2730], [-1.3751, 1.6043, -1.4325], [-1.9407, -1.6704, 0.5244], [-0.0002, -1.4516, -1.5310], [1.2197, -0.5451, 1.7718], [-2.1440, 2.7136, -1.2226], [0.7735, -1.2320, -0.5817], [3.0799, -0.8990, 0.2940], [-1.0766, -0.9993, 1.0993], [0.3346, -0.9259, 0.7636], [2.2148, -1.2307, -0.7142], [2.5757, -0.5387, 1.5464], [-3.2336, 2.5443, -1.3285], [-1.8901, 3.5298, -1.9374], [0.8240, -0.2729, 2.7446], [-1.3349, -0.4699, 2.0419], [4.1468, -0.9062, 0.1150], [-2.0140, 3.1666, -0.2090]],
  "forces_ev_per_angstrom": [[-0.022, -0.040, -0.020], [-0.036, 0.406, -0.032], [0.074, 0.043, 0.134], [0.030, -0.011, -0.046], [0.069, -0.482, 0.152], [0.061, 0.067, -0.009], [0.022, -0.029, 0.106], [-0.004, -0.023, -0.083], [-0.112, 0.118, 0.047], [-0.058, -0.018, -0.104], [-0.055, -0.024, -0.068], [-0.037, 0.059, 0.052], [0.094, -0.037, -0.021], [0.124, 0.030, 0.046], [-0.083, -0.022, -0.077], [0.025, -0.006, -0.025], [-0.015, -0.005, 0.011], [0.005, 0.004, 0.012], [-0.096, -0.001, -0.058], [0.008, 0.000, 0.003], [0.006, -0.026, -0.021]],
  "nbo_charge": [-0.90, 0.91, -0.09, -0.05, -1.00, -0.60, -0.68, -0.17, -0.21, 0.42, -0.24, 0.33, -0.28, -0.12, -0.14, 0.13, 0.09, 0.20, 0.10, 0.21, 0.09]
}

Question: What is the formula in the second record?
Answer: C2H6BrClN2